1.
C5H7NO | ωB97M-V/def2-TZVPD

Positions of all 14 atoms, in Å:
O -2.2577 1.0048 -0.8758
C -1.3246 -0.0007 -0.6507
C 0.1373 0.3844 -0.8425
C 0.1735 1.1583 0.4617
C 1.7558 -0.5675 0.8618
N 0.4460 -0.6033 0.2251
C -0.7759 0.0336 0.7643
H -2.3137 1.1057 -1.8304
H -1.6094 -0.9836 -1.0512
H 0.7584 0.4705 -1.7401
H 2.1445 0.4324 0.7239
H 2.3091 -1.3147 0.3038
H 1.7185 -0.7979 1.9334
H -1.1618 -0.3221 1.7168

Calculated values
Relative energy (zero: lowest compared OMol25 entry of this formula, charge and spin) = 621.0 kJ/mol
Spin multiplicity = 1
Molecular weight = 97.117 g/mol
E = -8829.7671 eV
LUMO = 0.8 eV

=====

2.
C15H30Cl4F9N2O9S | ωB97M-V/def2-TZVPD

Positions of all 70 atoms, in Å:
N -0.8474 0.5340 -1.1065
H -1.0309 1.5154 -1.2594
H 0.1295 0.3448 -1.2796
H -1.4633 -0.0046 -1.6986
H -1.2507 0.3088 -0.2083
N -1.5557 6.7112 2.7372
H -1.4622 5.9118 3.3473
H -1.4248 6.3595 1.7995
H -1.1043 7.5819 2.9784
H -2.5585 6.8249 2.7773
C -2.5835 -0.3831 6.9527
F -2.6139 0.4816 8.0171
F -1.4106 -1.0476 6.9599
F -3.5025 -1.3374 7.0751
S -2.9722 0.4549 5.2858
O -2.3177 1.7503 5.3398
O -2.2967 -0.3658 4.3106
O -4.3825 0.5651 5.0018
O -5.8926 6.4083 0.1831
C -5.8066 6.3726 -1.2239
C -4.8700 5.3811 -2.0214
O -3.4968 5.2580 -1.6805
H -5.4927 7.3219 -1.6580
H -6.8771 6.2648 -1.3986
H -4.9067 5.6205 -3.0841
H -5.3272 4.4037 -1.8677
C 4.6884 2.1070 4.6960
C 5.4698 1.1399 3.8281
O 6.4253 1.7590 2.9755
C 6.1168 2.1441 1.6775
O 5.0723 1.9715 1.0366
C 7.1871 3.0826 1.0464
F 6.5823 4.2398 0.7747
F 8.1822 3.4497 1.9137
F 7.6726 2.5697 -0.1176
H 5.3024 2.5423 5.4844
H 3.8598 1.6695 5.2528
H 4.1781 2.8764 4.1167
H 4.8737 0.5785 3.1087
H 5.9350 0.3241 4.3813
C 1.8337 -6.3136 2.4572
C 1.6825 -6.1172 0.9646
O 2.0743 -7.3104 0.3683
C 1.1403 -8.2297 -0.0033
O -0.0869 -7.9401 0.0177
C 1.7277 -9.6221 -0.4099
F 2.9597 -9.8001 0.1186
F 0.9689 -10.6395 -0.0831
F 1.9201 -9.6249 -1.7359
H 2.0723 -5.4107 3.0194
H 2.5010 -7.1463 2.6793
H 0.8724 -6.5421 2.9176
H 2.3530 -5.3291 0.6220
H 0.7132 -5.7171 0.6671
Cl 2.1750 2.5508 -6.4939
C 1.2667 4.1235 -6.6826
C -0.1941 4.1351 -7.2752
Cl -0.2089 4.1734 -9.0076
H 1.8610 4.8881 -7.1828
H 1.1200 4.4233 -5.6449
H -0.7701 4.9889 -6.9183
H -0.8156 3.2827 -7.0007
Cl -2.2141 -3.7989 -5.0848
C -3.2045 -5.3376 -5.2271
C -4.7436 -5.0799 -4.8570
Cl -4.8057 -4.3627 -3.2584
H -2.8693 -6.2037 -4.6565
H -3.1806 -5.4472 -6.3113
H -5.3604 -5.9783 -4.8781
H -5.0158 -4.3051 -5.5737

Calculated values
Charge = -1
Relative energy (zero: lowest compared OMol25 entry of this formula, charge and spin) = 1005.6 kJ/mol
Spin multiplicity = 1
Molecular weight = 727.271 g/mol
E = -122821.7301 eV
LUMO = 0.4 eV

=====

3.
C20H43BNbO8 | ωB97M-V/def2-TZVPD

Positions of all 73 atoms, in Å:
C -4.7265 -0.4710 3.2134
C -5.0415 0.0184 1.7930
C -3.8216 -0.0371 0.8517
C -3.7614 1.2179 -0.0045
C -2.4104 1.4420 -0.7080
C -2.0113 2.9181 -0.6496
C -1.0239 3.3127 -1.7578
C -0.0571 4.4112 -1.2642
C 1.2044 3.7925 -0.6593
C 1.9762 4.8248 0.1804
C 3.0160 5.5964 -0.6630
C 4.5051 5.3622 -0.3092
Nb 5.2056 3.2237 -0.0007
B 6.8920 3.2784 -1.6139
O 6.5261 3.1249 -2.9612
O 8.2220 3.4857 -1.3015
C 9.1659 3.2618 -2.3639
C 10.5829 3.4666 -1.8306
H -4.2879 0.3491 3.7672
H -4.0612 -1.3238 3.2083
H -5.6605 -0.7215 3.7055
H -5.8599 -0.5635 1.3834
H -5.3749 1.0489 1.8817
H -2.9055 -0.1870 1.4092
H -3.9692 -0.9154 0.2379
H -4.5763 1.2446 -0.7215
H -3.9176 2.0683 0.6566
H -1.6459 0.8415 -0.2318
H -2.5038 1.2044 -1.7643
H -2.8881 3.5544 -0.7365
H -1.5219 3.1054 0.3010
H -0.4139 2.4351 -1.9480
H -1.5518 3.6094 -2.6580
H -0.5900 4.9826 -0.5101
H 0.2128 5.0880 -2.0697
H 1.8062 3.4785 -1.5010
H 0.9239 2.9060 -0.0953
H 1.2379 5.5520 0.5071
H 2.4062 4.3993 1.0804
H 2.8179 6.6579 -0.5066
H 2.8328 5.4151 -1.7182
H 5.0841 5.7362 -1.1621
H 4.7873 6.0062 0.5178
H 6.5203 3.8459 1.1393
H 4.2976 2.8355 1.5674
H 3.9516 2.4563 -1.1065
H 5.9135 1.5372 0.2689
H 6.2417 2.2000 -3.0575
H 9.0465 2.2740 -2.7873
H 8.9861 4.0129 -3.1228
H 10.5568 3.7130 -0.7765
H 11.0569 4.2784 -2.3650
H 11.1652 2.5604 -1.9559
C -4.0953 -5.2945 1.3080
C -4.0532 -4.5218 0.0118
O -3.5152 -3.2551 0.4173
C -2.8110 -3.4494 1.5655
O -2.1076 -2.6397 2.0734
O -3.0229 -4.6956 2.0510
H -3.9332 -6.3542 1.1728
H -5.0288 -5.1413 1.8550
H -3.3803 -4.9725 -0.7199
H -5.0323 -4.3900 -0.4405
C -4.4838 -11.1655 0.4844
C -4.4760 -10.6666 1.9141
O -4.3045 -9.2562 1.7405
C -4.7419 -8.9259 0.5047
O -4.8841 -7.8087 0.1200
O -4.9919 -10.0326 -0.2297
H -5.1248 -12.0297 0.3337
H -3.4828 -11.3926 0.1146
H -5.4235 -10.8442 2.4252
H -3.6665 -11.0787 2.5100

Calculated values
Charge = -1
Spin multiplicity = 1
Molecular weight = 515.274 g/mol
E = -40039.7470 eV
LUMO = 1.2 eV

=====

4.
C4H6F2O | ωB97M-V/def2-TZVPD

Positions of all 13 atoms, in Å:
C -1.0447 0.3922 0.1821
C -1.1551 -0.6895 0.9364
C -0.9499 0.4786 -1.2986
C 2.6259 -0.5220 -0.0017
O 2.1070 0.2212 0.9369
F -1.0051 1.5850 0.8181
F -1.1938 -1.9163 0.3960
H -1.1152 -0.5009 -1.7356
H -1.6881 1.1842 -1.6763
H 0.0387 0.8382 -1.5857
H -1.2046 -0.6959 2.0142
H 1.9828 -1.4299 -0.0392
H 2.6021 1.0551 1.0533

Calculated values
Relative energy (zero: lowest compared OMol25 entry of this formula, charge and spin) = 0.0 kJ/mol
Spin multiplicity = 3
Molecular weight = 108.087 g/mol
E = -11722.1797 eV
LUMO (spin up / spin down) = 0.8 / -0.7 eV

=====

5.
C4H7O2Tb | ωB97M-V/def2-TZVPD

Positions of all 14 atoms, in Å:
H 1.9474 -0.6257 -1.5302
O 3.0082 0.3470 0.8632
C 1.7198 0.6468 0.5781
C 0.7680 0.5602 1.5389
C -0.6500 1.0180 1.2807
C -1.2163 -0.3455 1.1115
O -0.9313 -1.1265 0.1881
Tb 0.5166 -1.9306 -1.2156
H 3.5684 0.4715 0.0913
H 1.4925 1.1119 -0.3868
H 1.0440 0.2120 2.5361
H -0.7516 1.6337 0.3793
H -1.0846 1.5099 2.1604
H -1.9408 -0.6873 1.8704

Calculated values
Charge = +2
Relative energy (zero: lowest compared OMol25 entry of this formula, charge and spin) = 0.0 kJ/mol
Spin multiplicity = 7
Molecular weight = 246.023 g/mol
E = -30770.0810 eV
LUMO (spin up / spin down) = -10.3 / -10.0 eV

=====

6.
C11H20N3 | ωB97M-V/def2-TZVPD

Positions of all 34 atoms, in Å:
C -0.8825 1.8566 0.3755
C -1.5423 1.0206 -0.4156
C -0.6688 -3.3598 0.2780
C -1.0439 -2.0098 0.3360
C 1.1846 0.7198 -0.4068
C 0.6876 1.6975 0.6981
C -0.9449 -0.0555 -1.2327
C 1.9214 -0.5319 -0.2840
C 1.4356 2.9364 0.3607
C 0.6382 1.4378 2.2119
C -0.9534 0.1297 -2.7776
N -0.4066 -3.7888 -0.9226
N -1.2806 -1.5053 1.5976
N -0.9195 -1.3566 -0.8341
H -1.3980 2.6761 0.9914
H -2.6749 0.9380 -0.5804
H -1.0425 -3.9252 1.1240
H 1.5737 1.3649 -1.2100
H 2.9797 -0.4082 -0.0865
H 1.9023 -1.0957 -1.1463
H 1.6309 -1.2026 0.5708
H 2.5093 2.6753 0.5259
H 1.0046 3.7217 1.0202
H 1.3017 3.2163 -0.6374
H 1.5848 1.5874 2.6682
H 0.4338 0.3193 2.4419
H -0.2125 2.0026 2.8196
H -0.3077 -0.7820 -3.1187
H -0.4832 1.1479 -2.9548
H -2.0217 0.0482 -3.0565
H -0.2782 -4.7945 -0.7981
H -1.8040 -2.0893 2.2043
H -1.4534 -0.5253 1.7272
H -0.4694 -2.0659 -1.4894

Calculated values
Charge = +1
Relative energy (zero: lowest compared OMol25 entry of this formula, charge and spin) = 430.1 kJ/mol
Spin multiplicity = 1
Molecular weight = 194.302 g/mol
E = -16190.8157 eV
LUMO (spin up / spin down) = -4.8 / -4.6 eV

=====

The highest molecular weight belongs to which entry? C15H30Cl4F9N2O9S